# C25H42N2O9P

A 5-piece molecular cluster, C25H42N2O9P overall (the ωB97M-V functional and the def2-TZVPD basis, OMol25).

Computed properties:
- Electronic energy: -2105.8509 hartree
- LUMO energy: 0.0663 Eh
- Molecular weight: 545.6 g/mol
- Orbital gap: 0.266 hartree

Structure (ORCA input):
```
! RIJCOSX wB97M-V def2-TZVPD def2/J DEFGRID3
* xyz -1 1
C -0.3563 -0.7706 -1.4590
C -0.4103 0.5329 -0.6819
O -1.6863 1.1494 -0.8296
N -2.2253 1.4812 0.4761
C -3.1026 0.3631 0.8128
C -3.5917 0.4117 2.2595
C -2.9103 -0.4903 3.2785
O -3.3499 -0.5730 4.3923
N -1.7492 -1.2506 2.9253
C -0.4782 -0.5953 3.1154
C 0.6422 -1.4133 3.2580
C 1.9046 -0.8539 3.4060
C 2.0588 0.5292 3.4292
C 0.9380 1.3451 3.3182
C -0.3268 0.7888 3.1573
C -2.9491 2.7456 0.3165
P -1.9729 3.7827 -0.8297
O -2.3366 5.2230 -0.8660
C -3.0184 3.5406 1.6722
O -4.0973 4.0949 1.8919
O -1.9668 3.4983 2.3574
H 0.6229 -1.2245 -1.3868
H -0.6091 -0.5497 -2.4963
H -1.1299 -1.4452 -1.0890
H 0.3434 1.2112 -1.0961
H -0.1881 0.3973 0.3744
H -2.5623 -0.5523 0.5851
H -3.9748 0.3602 0.1451
H -4.6429 0.1231 2.2689
H -3.5543 1.4142 2.6795
H -1.8238 -1.5716 1.9686
H 0.5205 -2.4877 3.2550
H 2.7660 -1.5024 3.5001
H 3.0391 0.9750 3.5345
H 1.0143 2.4228 3.3452
H -1.1599 1.4724 3.0571
H -3.9423 2.6007 -0.1200
H -2.0862 3.2146 -2.1088
H -0.6597 3.5914 -0.3656
C 2.4113 -2.7867 -4.5794
C 2.8938 -2.1963 -3.2781
O 2.3019 -2.3769 -2.2369
C 4.1497 -1.3607 -3.3074
H 1.5047 -3.3573 -4.4101
H 2.2008 -1.9949 -5.2963
H 3.1801 -3.4417 -4.9953
H 4.0201 -0.5118 -3.9826
H 4.9937 -1.9611 -3.6512
H 4.3560 -1.0042 -2.3058
C 6.3830 0.1928 1.1207
C 5.7255 -0.9865 0.4459
O 5.8231 -1.1730 -0.7455
C 4.9290 -1.9169 1.3255
H 6.9185 0.7843 0.3821
H 5.6272 0.8149 1.6028
H 7.0826 -0.1548 1.8826
H 4.1204 -1.3686 1.8127
H 5.5723 -2.3463 2.0961
H 4.5037 -2.7138 0.7204
C -3.2181 4.5194 5.1723
C -3.2279 3.5841 6.3450
O -2.4497 3.6787 7.2727
C -4.2744 2.4938 6.3228
H -2.4270 5.2549 5.3054
H -3.0388 3.9782 4.2380
H -4.1796 5.0300 5.0947
H -4.1415 1.8600 5.4471
H -5.2710 2.9383 6.2805
H -4.1866 1.8825 7.2187
C 0.1643 -2.7865 -9.0084
C -0.1083 -3.5269 -7.7204
O 0.3090 -3.1287 -6.6597
C -0.9298 -4.7899 -7.8245
H 0.7599 -1.9012 -8.8002
H 0.7049 -3.4306 -9.7039
H -0.7759 -2.4867 -9.4739
H -0.4304 -5.5095 -8.4754
H -1.9106 -4.5646 -8.2459
H -1.0548 -5.2244 -6.8360
*
```